1.
Molecular formula: C17H18Cl3InN5O5
Method: DFT, ωB97M-V with the def2-TZVPD basis set

Kohn-Sham gap: 10.0 eV
energy: -2879.099571 Eh
total charge: +1

Element x y z (Å)
In -0.3778 0.4703 1.0800
Cl 2.6811 1.6493 4.7984
C 1.5586 1.2858 3.5436
Cl 2.4001 0.3886 2.2085
Cl 0.9042 2.7906 2.8142
C 0.3387 0.4058 4.0247
O 0.1821 0.2550 5.1993
O -0.3840 -0.0721 3.0615
C 1.9715 5.8734 -1.4637
N 2.0291 4.4317 -1.2615
N 0.9026 3.6905 -1.0087
C 1.2836 2.4363 -0.6425
O 0.4054 1.5006 -0.4952
C 2.6835 2.4140 -0.6272
C 3.1050 3.6760 -0.9989
C 4.4806 4.2342 -1.0753
C -0.3936 4.1037 -1.4612
C -0.6286 4.2277 -2.8228
C -1.8883 4.6149 -3.2499
C -2.8944 4.8542 -2.3223
C -2.6424 4.7232 -0.9642
C -1.3785 4.3563 -0.5247
H 0.9730 6.2199 -1.2139
H 2.1846 6.1230 -2.5016
H 2.6903 6.3553 -0.8052
H 3.3072 1.5733 -0.3899
H 5.2044 3.4238 -1.1070
H 4.6965 4.8453 -0.1970
H 4.6150 4.8533 -1.9614
H 0.1579 4.0101 -3.5341
H -2.0872 4.7176 -4.3075
H -3.8786 5.1471 -2.6611
H -3.4231 4.9131 -0.2411
H -1.1683 4.2655 0.5321
C -2.4042 -2.5249 0.0306
C -0.9190 -2.5472 0.0579
N -0.0583 -1.5622 0.3120
C 1.2129 -2.1115 0.2089
C 1.1157 -3.4195 -0.1051
N -0.2323 -3.6710 -0.1942
H -2.7800 -1.6055 -0.4069
H -2.8101 -2.6031 1.0396
H -2.7669 -3.3661 -0.5579
H 2.1040 -1.5302 0.3491
H 1.8617 -4.1730 -0.2756
H -0.6583 -4.5563 -0.4136
O -2.5424 0.2993 0.7617
N -2.8762 1.3873 1.3071
O -1.9076 2.0470 1.6991

Results of the Löwdin charge analysis, in e, for atoms 1 through 6: 0.813 0.715 -1.430 0.674 0.680 -0.743

2.
Molecular formula: C17H18F5GeS3SeV
Method: DFT, ωB97M-V with the def2-TZVPD basis set

Kohn-Sham gap (spin up / spin down): 6.7 / 7.3 eV
2S+1: 3
energy: -7774.779539 Eh

Element x y z (Å)
V 1.1798 0.3794 -0.8264
S 3.2543 0.7487 -0.1012
C 4.0421 -0.8356 -0.1279
C 5.2925 -1.0782 0.3953
C 5.8310 -2.3537 0.5448
C 5.1107 -3.4559 0.1277
C 3.9220 -3.2320 -0.6041
C 3.3712 -1.9562 -0.6869
S 1.8117 -1.7409 -1.4816
H 5.8468 -0.2036 0.6953
H 6.8049 -2.4295 1.0014
H 5.4673 -4.4800 0.2907
H 3.4982 -4.0626 -1.2143
F 0.0851 6.9231 1.2397
C 0.2353 5.8022 0.4818
C 1.3993 5.5948 -0.2744
F 2.3118 6.5876 -0.4653
C 1.6203 4.3507 -0.8815
F 2.8096 4.0969 -1.4863
C 0.5699 3.3900 -0.9178
S 0.7059 2.1217 -2.1348
C -0.5981 3.6838 -0.1696
F -1.6136 2.7445 -0.1315
C -0.8025 4.8480 0.5133
F -1.9069 5.1379 1.1995
C -3.2918 -3.3228 -1.4895
Ge -3.6160 -2.0144 -0.0552
C -5.2647 -1.0832 -0.5605
C -3.8878 -2.9397 1.6303
C -2.1729 -0.5629 -0.2126
Se -0.3307 -0.8904 0.5495
C 0.2448 0.5672 1.7710
H -4.2443 -3.7148 -1.8895
H -2.7978 -4.2438 -1.1514
H -2.7254 -2.8418 -2.2631
H -6.0860 -1.7774 -0.6845
H -5.0497 -0.5307 -1.4780
H -5.4879 -0.3384 0.2079
H -4.9225 -3.2906 1.5179
H -3.9046 -2.2551 2.4547
H -3.2027 -3.7742 1.8226
H -2.5876 0.3379 0.1544
H -1.9437 -0.3888 -1.2619
H -0.6230 1.1796 2.0176
H 1.0003 1.2517 1.2937
H 0.6453 0.0515 2.6408

Results of the Löwdin charge analysis, in e, for atoms 1 through 6: -0.137 0.648 -0.645 -0.133 -0.101 -0.094

3.
Molecular formula: C17H18N2O2S
Method: DFT, ωB97M-V with the def2-TZVPD basis set

energy above the lowest of the compared OMol25 structures with the same formula, charge and spin: 1347.8 kJ/mol
Kohn-Sham gap: 8.4 eV
energy: -1316.332376 Eh

Element x y z (Å)
O -0.7158 -4.3019 1.4645
C -1.6847 -3.8064 0.6251
H -2.4001 -4.5237 0.5205
C -1.3696 -3.3956 -0.7997
H -2.2658 -3.2382 -1.5095
H -0.9238 -4.2406 -1.2253
S -0.3862 -2.0599 -0.5528
C -1.4844 -0.6436 -0.6008
N -2.7931 -0.8362 -0.4128
C -3.2386 0.3471 -0.1745
C -4.6536 0.9824 0.0577
C -4.9506 2.2299 0.0647
C -3.8021 2.8991 -0.0181
C -2.4873 2.8014 -0.0718
C -2.2584 1.3444 -0.3668
N -1.1575 0.6180 -0.3304
C 0.2828 1.0016 -0.5015
H 0.1743 2.1165 -0.8981
C 1.0242 1.3305 0.7678
O 2.1764 1.8270 0.8904
C 3.2103 1.0169 0.2385
C 3.0723 -0.2196 0.1105
C 4.3342 -0.8540 -0.4045
C 5.4902 -0.2592 -0.3371
C 5.6167 1.1947 -0.3797
C 4.5663 1.7083 0.2691
H 4.5249 2.5372 0.5741
H 6.5979 1.7129 -0.2030
H 6.3621 -0.8640 -0.7263
H 4.3088 -2.0459 -0.6781
H 2.2739 -0.7545 -0.0735
H 0.3146 1.8662 1.3555
H 0.9636 0.2640 1.3051
H 0.8059 0.3941 -1.2449
H -1.7542 3.3844 -0.1581
H -4.0273 4.3297 0.2395
H -5.8320 2.4775 0.1559
H -5.3825 0.0682 0.3608
H -2.3409 -2.9083 1.1537
H -0.1910 -3.5005 1.5139

Results of the Löwdin charge analysis, in e, for atoms 1 through 6: -0.038 -0.433 0.075 -0.518 0.137 0.069

4.
Molecular formula: C17H18N2O3S
Method: DFT, ωB97M-V with the def2-TZVPD basis set

energy above the lowest of the compared OMol25 structures with the same formula, charge and spin: 170.7 kJ/mol
Kohn-Sham gap: 9.1 eV
energy: -1392.011428 Eh
SMILES: Cc1ccc(S(=O)(=O)Nc2ccc(C(=O)NC3CC3)cc2)cc1

Element x y z (Å)
C -4.0704 0.4692 -1.0684
C -2.8751 1.3664 -1.1460
C -2.3797 1.9992 -0.0115
C -1.2570 2.8061 -0.0855
C -0.6319 2.9803 -1.3025
C -1.1113 2.3722 -2.4467
C -2.2331 1.5691 -2.3657
H -2.6174 1.0899 -3.2539
H -0.6102 2.5462 -3.3861
S 0.8870 3.9165 -1.4070
O 1.1717 4.5094 -0.1381
O 0.8999 4.7388 -2.5780
N 2.0123 2.6977 -1.7299
C 1.9228 1.4856 -1.0583
C 1.6600 1.4818 0.3103
C 1.5184 0.2881 0.9879
C 1.6455 -0.9274 0.3192
C 1.9626 -0.9146 -1.0367
C 2.0892 0.2734 -1.7250
H 2.3215 0.2713 -2.7802
H 2.0966 -1.8603 -1.5398
C 1.5028 -2.2605 0.9789
O 2.0760 -3.2469 0.5571
N 0.6693 -2.2636 2.0497
C 0.3367 -3.3888 2.8757
C 1.3345 -4.4639 3.1833
C 0.1559 -4.7638 2.3034
H -0.6481 -5.3722 2.6885
H 0.3555 -4.8934 1.2527
H 1.3566 -4.8615 4.1864
H 2.2963 -4.4003 2.7027
H -0.3339 -3.0867 3.6711
H 0.1930 -1.4054 2.2716
H 1.3441 0.3170 2.0541
H 1.5842 2.4258 0.8243
H 2.2242 2.6374 -2.7141
H -0.8618 3.3104 0.7815
H -2.8758 1.8590 0.9375
H -3.7586 -0.5713 -1.1582
H -4.5908 0.5906 -0.1224
H -4.7615 0.6792 -1.8817

Results of the Löwdin charge analysis, in e, for atoms 1 through 6: -0.045 -0.264 -0.023 -0.054 -0.288 -0.049

5.
Molecular formula: C17H18N6O10V
Method: DFT, ωB97M-V with the def2-TZVPD basis set

energy above the lowest of the compared OMol25 structures with the same formula, charge and spin: 16.1 kJ/mol
Kohn-Sham gap (spin up / spin down): 7.5 / 7.8 eV
2S+1: 3
energy: -2683.204469 Eh
total charge: +1

Element x y z (Å)
V -0.9217 0.0669 -0.4302
O -4.4876 -1.5960 -0.2772
C -3.4921 -1.0520 -0.6429
O -2.3684 -0.9375 0.0796
C -3.3465 -0.4016 -2.0006
C -4.3505 -0.4151 -2.9442
C -4.1100 0.2097 -4.1604
C -2.8809 0.8139 -4.3796
C -1.9275 0.7813 -3.3763
N -2.1586 0.1876 -2.2068
H -5.2851 -0.9059 -2.7124
H -4.8720 0.2252 -4.9278
H -2.6583 1.3069 -5.3149
H -0.9551 1.2388 -3.5068
C 2.8679 -3.2269 -1.9625
N 1.6768 -2.5300 -1.4818
C 0.4404 -3.3004 -1.5671
C 1.6278 -1.2034 -1.2953
O 0.5131 -0.5935 -1.5336
N 2.6981 -0.5197 -0.9011
C 3.8186 -1.1207 -0.1769
C 2.7055 0.9373 -0.9271
H 2.5765 -3.8434 -2.8129
H 3.3000 -3.8725 -1.1981
H 3.6137 -2.5165 -2.3045
H 0.6389 -4.3009 -1.1871
H 0.0884 -3.3732 -2.5980
H -0.3398 -2.8583 -0.9538
H 3.5335 -2.0806 0.2427
H 4.0668 -0.4633 0.6530
H 4.6955 -1.2349 -0.8140
H 1.9845 1.3152 -1.6457
H 3.6973 1.2768 -1.2209
H 2.4814 1.3271 0.0671
O -1.3858 4.3165 5.5716
N -0.5695 3.4264 5.6563
O 0.1012 3.1592 6.6284
C -0.3777 2.5781 4.4698
C 0.5609 1.5394 4.5143
C 0.7445 0.7771 3.4010
C -0.0126 0.9262 2.2006
O 0.1012 0.0614 1.2615
C -0.9064 2.0355 2.2056
C -1.0961 2.8335 3.3431
N -1.6502 2.4136 1.0470
O -1.2881 1.9702 -0.1121
O -2.5474 3.1899 1.1170
N 1.7751 -0.2709 3.4466
O 1.8559 -0.9244 4.4588
O 2.4942 -0.3773 2.4715
H 1.1273 1.3494 5.4161
H -1.7971 3.6560 3.3207

Results of the Löwdin charge analysis, in e, for atoms 1 through 6: 1.114 0.170 -0.496 -0.130 -0.159 0.038

6.
Molecular formula: C17H18N6O3S
Method: DFT, ωB97M-V with the def2-TZVPD basis set

energy above the lowest of the compared OMol25 structures with the same formula, charge and spin: 0.0 kJ/mol
Kohn-Sham gap: 9.1 eV
energy: -1611.078925 Eh
SMILES: COc1ccc(NC(=O)Cn2nnc(C(=O)NCc3cccs3)c2N)cc1

Element x y z (Å)
C 5.2768 4.1401 0.0915
H 4.6682 4.1401 1.0011
O 5.9618 2.9201 -0.0714
C 5.2371 1.7795 -0.1973
C 5.9737 0.6033 -0.3642
C 5.3349 -0.6082 -0.4931
C 3.9426 -0.6827 -0.4544
C 3.2064 0.4863 -0.3185
C 3.8487 1.7059 -0.1816
H 3.2430 2.5906 -0.0737
H 2.1271 0.4741 -0.3254
N 3.3432 -1.9504 -0.6142
C 2.3156 -2.5370 0.0272
O 1.9503 -3.6618 -0.2698
C 1.6105 -1.7617 1.1410
N 0.3552 -1.2564 0.6562
C -0.7364 -1.9668 0.2814
N -0.8741 -3.3037 0.3651
H -0.0384 -3.8634 0.2463
H -1.7235 -3.6380 -0.0727
C -1.6587 -0.9825 -0.0983
N -1.0648 0.2230 0.0585
N 0.1176 0.0672 0.4980
C -2.9997 -1.2263 -0.6156
O -3.4486 -2.3587 -0.7416
N -3.6667 -0.1049 -0.9672
H -3.2227 0.7793 -0.7705
C -5.0377 -0.1244 -1.4138
C -5.9547 0.4938 -0.4072
C -5.9637 0.3098 0.9406
C -6.9670 1.0602 1.5946
C -7.7051 1.8044 0.7348
S -7.1871 1.6100 -0.8940
H -8.5273 2.4577 0.9488
H -7.1290 1.0411 2.6575
H -5.2775 -0.3448 1.4477
H -5.1311 0.3970 -2.3725
H -5.2884 -1.1824 -1.5605
H 1.4171 -2.4638 1.9603
H 2.2016 -0.9194 1.4989
H 3.8152 -2.5687 -1.2654
H 5.9142 -1.5108 -0.6214
H 7.0494 0.6697 -0.3891
H 4.6421 4.3622 -0.7718
H 6.0501 4.9018 0.1754

Results of the Löwdin charge analysis, in e, for atoms 1 through 6: -0.085 0.097 -0.082 -0.278 0.002 -0.017

What is the energy in the sixth record? -1611.078925 Eh

energy of number 4 (C17H18N2O3S)? -1392.011428 Eh

What is the formula in the third record? C17H18N2O2S

What did the fourth record say?
Molecular formula: C17H18N2O3S
Method: DFT, ωB97M-V with the def2-TZVPD basis set

energy above the lowest of the compared OMol25 structures with the same formula, charge and spin: 170.7 kJ/mol
Kohn-Sham gap: 9.1 eV
energy: -1392.011428 Eh
SMILES: Cc1ccc(S(=O)(=O)Nc2ccc(C(=O)NC3CC3)cc2)cc1

Element x y z (Å)
C -4.0704 0.4692 -1.0684
C -2.8751 1.3664 -1.1460
C -2.3797 1.9992 -0.0115
C -1.2570 2.8061 -0.0855
C -0.6319 2.9803 -1.3025
C -1.1113 2.3722 -2.4467
C -2.2331 1.5691 -2.3657
H -2.6174 1.0899 -3.2539
H -0.6102 2.5462 -3.3861
S 0.8870 3.9165 -1.4070
O 1.1717 4.5094 -0.1381
O 0.8999 4.7388 -2.5780
N 2.0123 2.6977 -1.7299
C 1.9228 1.4856 -1.0583
C 1.6600 1.4818 0.3103
C 1.5184 0.2881 0.9879
C 1.6455 -0.9274 0.3192
C 1.9626 -0.9146 -1.0367
C 2.0892 0.2734 -1.7250
H 2.3215 0.2713 -2.7802
H 2.0966 -1.8603 -1.5398
C 1.5028 -2.2605 0.9789
O 2.0760 -3.2469 0.5571
N 0.6693 -2.2636 2.0497
C 0.3367 -3.3888 2.8757
C 1.3345 -4.4639 3.1833
C 0.1559 -4.7638 2.3034
H -0.6481 -5.3722 2.6885
H 0.3555 -4.8934 1.2527
H 1.3566 -4.8615 4.1864
H 2.2963 -4.4003 2.7027
H -0.3339 -3.0867 3.6711
H 0.1930 -1.4054 2.2716
H 1.3441 0.3170 2.0541
H 1.5842 2.4258 0.8243
H 2.2242 2.6374 -2.7141
H -0.8618 3.3104 0.7815
H -2.8758 1.8590 0.9375
H -3.7586 -0.5713 -1.1582
H -4.5908 0.5906 -0.1224
H -4.7615 0.6792 -1.8817

Results of the Löwdin charge analysis, in e, for atoms 1 through 6: -0.045 -0.264 -0.023 -0.054 -0.288 -0.049